1.
Formula: C21H54N3NiO6
Source: the OMol25 dataset
Level of theory: ωB97M-V/def2-TZVPD

```
85
Properties=species:S:1:pos:R:3
Ni 2.92 -1.57 0.43
O -5.14 -4.77 -0.77
O -2.66 0.18 3.34
O 3.89 -1.15 2.47
O -0.68 2.38 -2.37
O 1.63 -0.25 0.75
O -2.13 2.21 3.70
N 1.74 3.59 -0.98
N -2.84 -2.77 -1.00
N -1.87 1.10 3.28
C -1.78 2.39 -3.27
C -4.34 -2.48 -0.82
C 2.09 4.79 -1.86
C 0.42 3.86 -0.29
C 3.53 4.81 -2.35
C -2.74 -3.92 -2.02
C -2.43 -2.28 1.50
C 2.84 3.19 0.00
C 0.52 4.77 0.94
C -5.16 -3.54 -0.10
C -2.15 -3.16 0.31
C -0.55 0.93 2.60
C 3.50 0.79 3.94
C 3.08 -0.63 3.54
C -1.32 -4.24 -2.49
C 0.58 2.32 -2.97
C -2.16 -1.54 -1.55
C 5.30 -0.95 2.51
C 5.95 -2.00 1.61
C -6.22 -5.64 -0.47
C 1.65 2.33 -1.91
H 1.42 1.52 -1.23
H -4.75 -2.30 -1.81
H -2.13 -1.27 1.23
H -0.84 -3.42 -3.01
H 2.67 2.22 -2.26
H -6.18 -3.15 -0.10
H 0.05 2.89 0.06
H -7.21 -5.20 -0.56
H 3.13 4.15 0.42
H -1.92 -2.56 2.42
H 1.28 4.42 1.63
H -6.17 -6.51 -1.12
H 0.69 3.14 -3.69
H -0.32 -0.13 2.69
H -1.79 3.26 -3.94
H -4.85 -3.68 0.95
H 0.24 1.53 3.05
H 5.67 0.03 2.23
H -0.69 1.25 1.57
H 0.84 0.08 0.32
H 7.02 -1.86 1.43
H -3.23 -3.45 -2.87
H 5.64 -1.12 3.54
H 2.74 1.22 4.60
H 3.63 5.65 -3.04
H -2.73 2.43 -2.75
H 4.26 4.93 -1.54
H -3.26 -4.79 -1.64
H 4.45 0.77 4.47
H -6.10 -6.11 0.51
H 0.70 1.42 -3.58
H -1.74 1.44 -3.82
H -3.48 -2.23 1.81
H 3.80 3.93 -2.92
H 1.44 4.79 -2.73
H -2.54 -1.35 -2.55
H 2.42 2.59 0.80
H -0.21 4.35 -1.02
H 3.08 -1.27 4.43
H -1.09 -3.25 0.07
H -1.09 -1.72 -1.52
H 3.61 1.46 3.09
H -2.44 -4.19 0.55
H 3.67 2.73 -0.52
H 2.05 -0.74 3.20
H 0.74 5.81 0.71
H -2.43 -0.70 -0.91
H 1.91 5.70 -1.28
H -0.47 4.74 1.41
H -0.60 -4.49 -1.70
H 5.55 -2.04 0.58
H -1.33 -5.13 -3.12
H -4.35 -1.55 -0.25
H 5.80 -3.01 1.99
```

Computed properties:
LUMO energy (alpha / beta)   -10.548 / -11.553 eV
Net charge   +3
Multiplicity   3


2.
Formula: C50H41N3O4PtTe
Source: the OMol25 dataset
Level of theory: ωB97M-V/def2-TZVPD

```
100
Properties=species:S:1:pos:R:3
Pt -0.88 -0.56 -1.24
Te -0.75 3.16 1.04
O 1.31 -1.02 -1.22
O 3.11 -0.42 -3.15
O -5.64 -0.41 2.60
O -2.86 -1.38 -0.82
N -1.67 6.85 -1.45
N -0.38 -0.18 0.92
N -5.78 -1.36 0.19
C 2.07 2.93 -0.04
C 0.04 -1.52 3.78
C -5.37 -2.31 -3.31
C 3.21 3.07 -0.73
C -1.64 0.23 1.55
C -0.99 4.39 -1.82
C 0.47 4.09 -1.67
C -0.70 1.33 -2.05
C 3.63 -0.81 -0.85
C 0.58 -0.43 3.11
C 0.26 -0.35 5.87
C 2.41 3.26 -3.08
C 3.96 -0.50 -2.30
C -0.11 -1.48 5.16
C 5.39 -0.25 -2.66
C -2.63 -2.39 -2.94
C 0.67 -0.45 1.61
C 5.45 -1.44 2.42
C -4.85 -1.89 -2.05
C -2.16 1.52 0.94
C 3.38 3.25 -2.16
C -5.14 -1.66 2.47
C 0.98 0.70 3.83
C 0.70 2.96 -0.62
C -3.19 -2.85 -4.10
C 1.99 -0.74 1.03
C -1.37 5.75 -1.63
C -5.12 -2.16 1.16
C 0.82 0.74 5.20
C -5.84 0.10 3.92
C -4.62 -3.43 0.90
C 3.05 -0.94 1.89
C 0.62 1.93 -1.83
C 7.16 -0.54 -4.25
C 7.99 0.27 -3.49
C -3.42 -1.89 -1.87
C 6.21 0.58 -1.90
C -1.95 3.49 -2.22
C 2.22 -0.85 -0.41
C -4.58 -2.81 -4.29
C 5.86 -0.79 -3.85
C -4.13 -3.70 3.23
C 7.51 0.84 -2.31
C -5.78 -1.38 -1.12
C 4.62 -1.05 0.07
C -4.65 -2.44 3.51
C -1.82 2.09 -2.35
C 4.36 -1.16 1.44
C -4.11 -4.19 1.94
C 0.95 3.13 -2.79
H 2.86 -0.95 2.95
H 5.21 -1.42 -4.45
H -2.55 -3.23 -4.89
H -4.66 -3.83 -0.10
H 1.42 1.54 3.31
H 6.41 -1.57 1.93
H -6.67 -0.93 -1.55
H -6.45 -2.27 -3.44
H -1.55 -2.40 -2.79
H 7.53 -0.97 -5.18
H 2.68 3.38 -4.12
H -3.72 -5.18 1.73
H 8.14 1.49 -1.73
H -2.95 3.88 -2.38
H 4.13 3.05 -0.15
H -2.47 1.37 -0.09
H 0.12 -0.31 6.94
H -0.26 -2.40 3.22
H 5.84 1.05 -1.00
H -2.73 1.57 -2.65
H -1.52 0.35 2.63
H -4.89 0.14 4.47
H 1.40 1.19 -1.81
H -3.02 1.88 1.51
H 5.53 -0.63 3.15
H 0.36 3.15 -3.70
H -6.47 -0.75 0.63
H 2.14 2.78 1.03
H 5.65 -1.13 -0.28
H 1.05 5.00 -1.52
H 5.22 -2.35 2.98
H 9.00 0.47 -3.81
H 4.40 3.37 -2.50
H -6.23 1.10 3.79
H -6.56 -0.50 4.47
H -0.52 -2.34 5.68
H -3.76 -4.31 4.05
H -5.01 -3.17 -5.22
H -2.36 -0.56 1.37
H 1.12 1.62 5.75
H -4.68 -2.08 4.52
```

Computed properties:
LUMO energy (alpha / beta)   -5.883 / -7.892 eV
Net charge   +2
Multiplicity   5
ΔE to the lowest compared entry with this formula, charge and spin   215.4 kJ/mol


3.
Formula: C18H37F3N6O13SZr
Source: the OMol25 dataset
Level of theory: ωB97M-V/def2-TZVPD

```
79
Properties=species:S:1:pos:R:3
Zr -1.12 -0.96 -2.41
S -2.24 -2.36 -5.33
F -4.67 -2.35 -4.79
F -3.62 -3.99 -3.83
F -4.08 -4.13 -5.96
O -4.89 4.37 2.95
O -2.15 3.05 3.24
O 4.89 1.33 -2.38
O -2.45 -1.51 -6.43
O -1.18 -3.29 -5.36
O -2.31 -1.65 -3.99
O 0.59 -0.37 -1.43
O -0.41 -2.99 -2.01
O -1.84 1.16 -2.82
O 4.97 -0.74 -4.24
O -2.39 -1.13 -0.95
O 1.48 0.23 2.59
O 0.25 -0.76 -4.09
N -2.83 0.96 4.85
N 4.16 -0.40 4.94
N 0.86 -4.07 -3.54
N -2.01 2.58 -4.48
N 0.08 2.35 -3.35
N 1.80 -3.16 -1.69
C 1.49 -0.66 -3.67
C 2.77 0.47 -1.80
C 2.19 -0.10 3.72
C -1.22 2.02 -3.47
C 3.90 -0.37 -3.81
C 3.75 -1.95 3.19
C 3.97 0.61 -2.63
C 3.60 -0.49 3.62
C -3.81 -1.05 -0.60
C -0.63 0.70 5.73
C -1.14 2.30 3.89
C -2.05 3.02 1.83
C 0.69 -3.39 -2.46
C -3.77 -3.36 -4.98
C 1.86 1.33 1.86
C 2.63 -0.83 -4.41
C -1.58 1.71 5.16
C 1.60 -0.09 -2.26
H -5.36 4.66 3.72
H -1.76 2.47 5.91
H -1.23 3.56 1.36
H 4.83 -2.25 3.05
H 0.38 3.02 -4.02
H 4.16 0.14 2.92
H 2.74 -1.26 -5.43
H -2.92 3.54 1.36
H 1.79 -4.15 -3.99
H 0.23 1.22 6.15
H -4.04 3.99 3.26
H 0.13 -4.14 -4.24
H -1.65 3.21 -5.15
H 0.71 1.72 -2.99
H 2.94 1.34 1.61
H -0.13 0.02 4.98
H 2.81 0.78 -0.69
H 1.25 1.43 1.00
H 1.70 -0.89 4.20
H -3.35 1.52 4.19
H 2.74 -3.31 -2.09
H -4.44 -0.49 -1.33
H 5.08 -0.77 5.09
H 3.36 -2.46 4.10
H 1.90 2.37 2.41
H 2.02 0.75 4.33
H -0.23 2.89 4.08
H -1.14 -0.01 6.42
H -3.88 -0.62 0.43
H -2.98 2.55 -4.30
H 3.22 -2.18 2.28
H -0.92 1.54 3.18
H 4.18 0.54 5.26
H -2.64 0.09 4.37
H -4.23 -2.01 -0.49
H -2.03 1.95 1.47
H 1.65 -2.82 -0.77
```

Computed properties:
LUMO energy   -3.806 eV


4.
Formula: C51H37Cl3CsF6GeN11O2
Source: the OMol25 dataset
Level of theory: ωB97M-V/def2-TZVPD

```
112
Properties=species:S:1:pos:R:3
Cs -1.55 0.70 -0.02
Ge 2.16 -0.25 -0.29
Cl 2.02 -0.38 -2.63
Cl 4.41 0.30 -0.15
Cl 1.34 1.88 -0.18
F -6.27 2.50 -2.60
F -7.07 0.04 -1.66
F -4.70 3.53 -1.51
F -5.57 -1.06 -0.56
F -4.19 2.00 -2.95
F -5.17 -0.40 -2.59
O -3.92 1.06 -0.30
O 5.13 -3.40 0.07
N 4.21 -5.32 0.58
N -0.82 -5.01 -1.09
N 1.01 -1.13 4.98
N 0.59 -0.85 2.79
N 0.11 2.37 3.28
N -0.11 -4.21 -1.91
N -2.67 2.14 3.08
N 4.62 -4.73 1.74
N -0.48 -2.99 -0.15
N -1.11 1.34 -3.14
N 2.15 -0.94 4.31
C 5.44 -2.49 2.30
C 2.75 -4.13 -4.19
C 1.28 4.43 4.74
C -0.55 3.56 -2.49
C 1.88 -0.78 2.99
C 5.56 -0.20 3.83
C -4.31 3.97 4.38
C 0.09 -1.07 4.03
C 0.50 -4.65 -3.16
C 2.05 3.53 4.07
C -2.90 -2.29 -2.03
C 3.43 -0.89 5.01
C 0.18 1.66 -5.59
C -0.12 4.33 4.68
C -0.97 5.26 5.33
C -3.98 2.09 2.97
C 4.01 -4.54 -1.76
C -2.47 -1.64 -4.70
C 4.75 -4.11 -2.86
C 6.44 -1.56 2.05
C -2.91 4.09 4.49
C -3.23 -2.75 -4.36
C 4.51 -4.51 -0.39
C -5.12 1.28 -0.81
C -2.31 5.15 5.24
C 2.65 -4.80 -1.89
C -3.45 -3.08 -3.03
C 4.54 -2.29 3.32
C -1.04 -4.22 -0.05
C 0.88 3.94 -4.87
C 0.09 4.74 -2.74
C 0.09 -3.02 -1.32
C -1.14 0.39 -4.04
C -2.11 3.14 3.82
C -4.84 2.99 3.61
C -0.66 3.26 3.92
C 0.21 2.72 -4.65
C 2.01 -4.56 -3.09
C -0.49 2.51 -3.43
C -1.90 -0.83 -3.71
C 4.12 -3.94 -4.08
C 1.42 2.52 3.35
C -0.50 0.52 -5.30
C 0.83 4.93 -3.93
C 4.56 -1.14 4.06
C 5.13 -3.60 1.42
C -2.15 -1.21 -2.41
C 6.52 -0.43 2.84
C -6.18 1.82 0.19
C -5.73 -0.03 -1.42
C -5.07 2.31 -1.98
H -1.13 3.42 -1.59
H 2.63 -0.61 2.23
H 3.13 3.60 4.07
H -0.52 6.08 5.87
H 0.65 -2.22 -1.79
H 3.38 -1.64 5.80
H 2.25 -3.92 -5.12
H 1.43 4.08 -5.79
H -4.94 4.68 4.91
H -3.10 -2.51 -0.99
H 1.34 5.87 -4.09
H 2.10 -5.11 -1.02
H 0.12 -4.03 -3.97
H -5.91 2.88 3.49
H 5.81 -3.89 -2.75
H 3.76 -3.03 3.47
H -0.51 -0.30 -6.00
H 3.54 0.09 5.48
H 0.03 5.55 -2.02
H -2.96 5.87 5.73
H 4.68 -3.60 -4.93
H 0.17 -5.68 -3.32
H -2.35 -1.39 -5.75
H 1.72 5.24 5.32
H -1.61 -4.55 0.81
H 2.00 1.81 2.79
H -0.96 -1.17 4.24
H -3.67 -3.36 -5.15
H -7.12 2.07 -0.30
H 7.29 0.31 2.66
H 0.70 1.78 -6.53
H -6.36 1.05 0.94
H 5.58 0.72 4.40
H -5.76 2.70 0.67
H 7.13 -1.72 1.23
H -4.06 -3.94 -2.77
H -4.37 1.31 2.32
```

Computed properties:
LUMO energy (alpha / beta)   2.029 / 1.916 eV
Net charge   -1
Multiplicity   2
ΔE to the lowest compared entry with this formula, charge and spin   250.6 kJ/mol


5.
Formula: C24H21F3N6O2S2SeTl
Source: the OMol25 dataset
Level of theory: ωB97M-V/def2-TZVPD

```
60
Properties=species:S:1:pos:R:3
Tl -0.40 -0.22 -0.05
Se -2.88 0.38 3.95
S -3.24 -2.41 0.96
S 1.48 1.80 1.24
F 4.06 3.70 1.14
F 3.75 5.58 0.14
F 2.31 4.89 1.59
O -3.91 2.08 0.93
O -2.42 1.74 -0.74
N 0.37 -1.08 2.64
N -1.96 -0.28 5.30
N 1.05 1.97 -1.36
N -5.14 -0.94 2.18
N -4.34 -0.16 0.13
N -1.68 0.03 2.73
C -6.06 0.07 2.07
C 2.37 3.77 -0.52
C 1.95 -2.10 -1.60
C -2.76 2.28 0.30
C -0.12 -2.48 -2.75
C -6.07 1.06 1.15
C -4.31 -1.08 1.16
C 0.21 -1.41 5.47
C -0.70 -0.61 3.34
C -0.85 -0.77 4.76
C -4.89 1.13 0.27
C 3.11 4.46 0.59
C 1.74 3.73 -2.83
C -1.89 3.26 1.04
C 1.09 2.54 -2.56
C 2.39 4.34 -1.78
C 0.30 -3.59 -0.64
C -0.17 -4.48 0.48
C 1.54 -2.97 -0.59
C 1.31 -1.65 3.33
C 1.66 2.56 -0.30
C -0.53 -3.33 -1.73
C 1.28 -1.83 4.75
C 1.13 -1.86 -2.68
H -0.78 -2.28 -3.58
H 1.73 4.16 -3.83
H -6.85 1.81 1.08
H 0.15 -1.55 6.55
H 0.66 -4.77 1.13
H -6.86 0.02 2.80
H 2.93 5.27 -1.93
H -1.52 -3.77 -1.76
H 2.20 -3.17 0.25
H -5.06 1.59 -0.70
H -1.73 2.91 2.06
H -3.65 -0.29 -0.59
H -0.92 -3.96 1.09
H 1.45 -1.18 -3.46
H -0.64 -5.39 0.10
H 2.12 -2.31 5.24
H 0.57 2.00 -3.35
H -0.92 3.34 0.54
H -2.39 4.23 1.08
H 2.17 -2.01 2.76
H 2.92 -1.61 -1.53
```

Computed properties:
LUMO energy   1.495 eV
Net charge   -1


6.
Formula: C3H6NO2
Source: the OMol25 dataset
Level of theory: ωB97M-V/def2-TZVPD

```
12
Properties=species:S:1:pos:R:3
O -1.23 -1.46 0.17
O 0.24 -0.82 -1.41
N 1.54 0.61 0.38
C -0.60 1.67 0.35
C 0.14 0.38 0.71
C -0.27 -0.85 -0.30
H -0.87 1.68 -0.74
H 0.07 0.19 1.80
H -0.04 2.67 0.26
H 1.64 0.35 -0.64
H 2.14 0.26 1.06
H -1.34 1.69 0.97
```

Computed properties:
LUMO energy   4.566 eV
SMILES   C[C@H](N)C(=O)[O-]
Net charge   -1
ΔE to the lowest compared entry with this formula, charge and spin   152.5 kJ/mol


Number 1: electronic energy -80418.758 eV. Number 2: electronic energy -75693.893 eV. Number 3: electronic energy -75090.479 eV. Number 4: electronic energy -184916.262 eV. Number 5: electronic energy -138130.709 eV. Number 6: electronic energy -8793.637 eV.